Density functional theory data (the ωB97M-V functional and the def2-TZVPD basis) for a gas-phase ion, CF3O2S (charge -1).

Atoms and positions in Å:
C -0.65 0.57 0.57
O 0.81 -1.55 0.66
O 1.72 0.76 -0.14
F -1.11 1.39 -0.39
F -1.74 -0.24 0.82
F 0.55 -0.85 -1.84
S 0.60 -0.35 -0.14

Computed properties:
relative energy (zero: lowest compared OMol25 entry of this formula, charge and spin) = 0.8704 eV
energy = -886.3456 hartree
SMILES = O=[S@@]([O-])(F)=C(F)F
E_LUMO = 0.1533 hartree
spin multiplicity = 1
max |F| = 6.6 eV/A
net charge = -1